{"formula": "C32H62N6O12P", "method": "the ωB97M-V functional and the def2-TZVPD basis", "e_lumo_ev": -2.980, "total_charge": 1, "homo_ev": -12.07, "species": ["C", "C", "C", "C", "C", "C", "C", "C", "N", "P", "N", "C", "N", "C", "C", "N", "N", "C", "C", "C", "N", "C", "C", "H", "H", "H", "H", "H", "H", "H", "H", "H", "H", "H", "H", "H", "H", "H", "H", "H", "H", "H", "H", "H", "H", "H", "H", "H", "H", "H", "H", "H", "H", "H", "H", "H", "H", "H", "H", "H", "H", "C", "C", "C", "O", "C", "O", "O", "H", "H", "H", "H", "H", "H", "C", "C", "C", "O", "C", "O", "O", "H", "H", "H", "H", "H", "H", "C", "C", "C", "O", "C", "O", "O", "H", "H", "H", "H", "H", "H", "C", "C", "C", "O", "C", "O", "O", "H", "H", "H", "H", "H", "H"], "positions_angstrom": [[1.37194, 1.72017, 2.89676], [2.52067, 0.86347, 2.35643], [2.01772, -0.24507, 1.43011], [1.76221, 0.23905, -0.00383], [1.66148, -0.89639, -1.04355], [0.21760, -1.17826, -1.49782], [-0.46308, -2.32892, -0.72607], [-1.23665, -1.81220, 0.49684], [-2.62497, -2.34413, 0.72917], [-2.70956, -4.06705, 0.68105], [-1.43300, -4.72295, 1.24704], [-3.58924, -1.57873, 0.06587], [-3.94353, -1.72924, -1.25459], [-3.32953, -0.81492, -2.26305], [-4.37389, -0.36238, -3.25533], [-4.47889, 0.78265, -3.77211], [-4.22482, -0.66537, 0.76079], [-5.30605, 0.15022, 0.12493], [-5.88615, 1.26275, 0.98572], [-5.18918, 2.60982, 0.80019], [-3.97795, -0.45912, 2.12011], [-2.84804, 0.43227, 2.44093], [-3.08280, 1.13638, 3.76951], [1.73904, 2.45251, 3.61203], [0.64793, 1.05745, 3.38372], [0.85728, 2.23667, 2.08202], [3.21207, 1.50799, 1.80635], [3.04588, 0.41966, 3.20474], [2.74714, -1.05849, 1.38484], [1.08166, -0.64041, 1.84403], [0.83064, 0.81532, -0.02430], [2.56079, 0.93308, -0.27685], [2.25421, -0.62278, -1.91853], [2.10982, -1.80573, -0.63381], [0.20364, -1.42186, -2.56038], [-0.36014, -0.25729, -1.36830], [-1.10876, -2.89174, -1.40489], [0.31055, -3.00009, -0.35269], [-0.68766, -2.00599, 1.41605], [-1.34295, -0.72789, 0.41975], [-3.93882, -4.30180, 1.31992], [-2.93615, -4.34823, -0.67022], [-1.56803, -5.25168, 2.09900], [-3.87048, -2.69302, -1.57270], [-2.87688, 0.04772, -1.77018], [-2.57747, -1.40675, -2.79073], [-5.08344, -1.13935, -3.55283], [-3.76245, 1.42445, -3.42293], [-6.08105, -0.56108, -0.16757], [-4.91947, 0.57958, -0.79733], [-6.91933, 1.37536, 0.64986], [-5.93391, 0.96626, 2.03192], [-5.54030, 3.34104, 1.52733], [-4.10371, 2.53944, 0.88656], [-5.40980, 3.01072, -0.19149], [-3.88269, -1.36484, 2.56096], [-2.74971, 1.16549, 1.64026], [-1.91468, -0.13597, 2.49374], [-2.85124, 0.47583, 4.60584], [-2.46646, 2.03119, 3.84465], [-4.13355, 1.41442, 3.86036], [6.38906, 3.80782, 3.04836], [5.26101, 4.80158, 2.98231], [5.31256, 5.89675, 4.02896], [3.92443, 6.20464, 4.22006], [3.20610, 5.10918, 3.89718], [2.04444, 4.96893, 4.11415], [3.99197, 4.18654, 3.29190], [6.32543, 3.08568, 2.23515], [7.34587, 4.32617, 2.98106], [6.35738, 3.25957, 3.98982], [5.17956, 5.22928, 1.97887], [5.84717, 6.78385, 3.70034], [5.73434, 5.54915, 4.97405], [8.23769, 10.18146, 5.44605], [9.08398, 8.97851, 5.76543], [10.11050, 8.59958, 4.71318], [10.20054, 7.17790, 4.86670], [9.03972, 6.73750, 5.39898], [8.72218, 5.59448, 5.48931], [8.28257, 7.77875, 5.81039], [7.56988, 10.41767, 6.27245], [8.87490, 11.04649, 5.25959], [7.62881, 9.99172, 4.56153], [9.56089, 9.08486, 6.74314], [11.08837, 9.04663, 4.86619], [9.75709, 8.82054, 3.70284], [-0.24708, -5.50646, -6.18431], [-1.23174, -4.45424, -5.75664], [-0.65127, -3.23305, -5.05722], [-1.72973, -2.85746, -4.16917], [-2.45833, -3.96137, -3.92113], [-3.32016, -4.01660, -3.08214], [-2.11389, -4.96193, -4.71620], [-0.75181, -6.30989, -6.72034], [0.49979, -5.06605, -6.84540], [0.25372, -5.93441, -5.31491], [-1.86784, -4.15265, -6.59119], [-0.42079, -2.40603, -5.72137], [0.22253, -3.48370, -4.45199], [-5.37798, -6.55637, -4.98116], [-4.84033, -7.43705, -6.07483], [-4.19712, -8.73570, -5.62374], [-3.16852, -8.92738, -6.60299], [-2.82971, -7.71639, -7.09990], [-1.87451, -7.49427, -7.77284], [-3.72178, -6.78093, -6.70493], [-5.84782, -5.66727, -5.40007], [-6.11090, -7.07451, -4.36246], [-4.54219, -6.22981, -4.36042], [-5.59024, -7.63138, -6.84583], [-4.87115, -9.58722, -5.62024], [-3.72341, -8.63432, -4.64382]], "lowdin_charge": [-0.100, -0.256, -0.220, -0.199, -0.183, -0.196, -0.172, -0.187, -0.197, 0.719, -0.228, -0.321, 0.087, -0.140, -0.237, 0.115, 0.007, -0.093, -0.221, -0.088, 0.019, -0.236, -0.065, 0.053, 0.064, 0.074, 0.100, 0.109, 0.111, 0.090, 0.098, 0.111, 0.107, 0.106, 0.093, 0.091, 0.084, 0.109, 0.106, 0.099, 0.017, -0.001, -0.013, 0.081, 0.124, 0.096, 0.117, 0.056, 0.138, 0.102, 0.117, 0.099, 0.082, 0.057, 0.080, 0.137, 0.102, 0.096, 0.079, 0.083, 0.072, -0.017, -0.321, -0.086, 0.071, -0.566, 0.152, 0.068, 0.083, 0.090, 0.097, 0.157, 0.137, 0.139, -0.021, -0.322, -0.088, 0.068, -0.570, 0.153, 0.075, 0.089, 0.094, 0.091, 0.159, 0.140, 0.139, 0.000, -0.283, -0.058, 0.024, -0.567, 0.100, 0.101, 0.052, 0.104, 0.101, 0.166, 0.144, 0.140, -0.015, -0.314, -0.080, 0.077, -0.554, 0.145, 0.075, 0.091, 0.095, 0.072, 0.160, 0.140, 0.141]}

{"formula": "Cl2NO", "method": "the ωB97M-V functional and the def2-TZVPD basis", "e_lumo_ev": 3.564, "total_charge": -1, "homo_ev": -3.40, "relative_energy_kcal_mol": 21.20, "species": ["N", "O", "Cl", "Cl"], "positions_angstrom": [[-0.97706, -0.44214, -0.61825], [-0.72871, 0.42382, -1.43455], [2.14018, 0.06807, 1.12049], [-0.43442, -0.04975, 0.93232]], "lowdin_charge": [-0.527, -0.190, -0.676, 0.394]}

{"formula": "H3NO4", "method": "the ωB97M-V functional and the def2-TZVPD basis", "e_lumo_ev": [-0.016, 0.262], "homo_ev": [-9.12, -9.83], "relative_energy_kcal_mol": 79.74, "species": ["N", "O", "O", "O", "O", "H", "H", "H"], "positions_angstrom": [[0.11916, -1.29708, -0.02170], [1.55569, 0.40981, 0.37073], [-1.02448, 0.93588, -0.17819], [0.70980, -0.40476, -0.56811], [-1.53862, -0.10929, 0.46071], [0.42116, -1.65931, 0.80731], [1.33991, 1.35352, 0.09846], [-1.58263, 0.77123, -0.96920]], "lowdin_charge": [0.088, -0.013, -0.105, -0.138, -0.146, 0.072, 0.116, 0.126]}